Density functional theory data (wB97M-V/def2-TZVPD) for a structure of composition C11H22O11Rb.

As for the LUMO energy: 2.03 eV. As for the charge: -1. As for the spin multiplicity: 1. The HOMO-LUMO gap comes out at 4.10 eV. The value obtained for the relative energy (zero: lowest compared OMol25 entry of this formula, charge and spin) is 9.410 eV.

XYZ file:
```
45
Properties=species:S:1:pos:R:3:mulliken_charge:R:1
Rb -0.41 0.29 -0.25 0.903
O -2.46 0.58 -1.59 -0.863
C -2.61 1.81 -0.87 -0.609
C -1.41 2.94 -0.86 -0.468
O -0.05 2.78 -1.20 -0.878
H -2.75 1.68 0.20 0.077
H -3.47 2.33 -1.29 0.339
H -1.33 3.42 0.12 0.050
H -1.76 3.71 -1.55 0.400
C 2.47 -3.49 -0.32 -0.455
O 1.14 -3.76 -0.56 -0.329
C 0.28 -2.73 -0.55 0.825
O 0.51 -1.55 -0.30 -0.550
O -0.95 -3.19 -0.94 -0.402
C -2.07 -2.27 -0.96 -0.470
H 2.69 -3.35 0.74 0.274
H 2.89 -2.61 -0.79 0.132
H 3.04 -4.36 -0.65 0.250
H -1.97 -1.62 -0.09 -0.020
H -3.04 -2.75 -0.81 0.345
H -2.06 -1.58 -1.80 0.352
C 2.08 2.55 -0.59 0.269
O 2.90 1.50 -1.03 -0.409
C 2.36 0.40 -1.56 1.013
O 1.14 0.25 -1.78 -0.726
O 3.25 -0.38 -1.87 -0.361
C 3.00 -1.47 -2.73 -0.482
H 2.80 3.20 -0.09 0.250
H 1.38 2.13 0.14 -0.497
H 1.51 3.11 -1.32 0.274
H 2.31 -2.08 -2.15 0.111
H 4.00 -1.91 -2.82 0.188
H 2.47 -1.29 -3.67 0.335
C -1.11 2.95 2.28 -0.493
O -1.68 1.92 3.07 -0.361
C -1.31 0.66 2.76 0.542
O -0.74 0.35 1.71 -0.158
O -1.91 -0.27 3.61 -0.380
C -1.62 -1.65 3.54 -0.596
H -0.89 3.77 2.97 0.458
H -1.89 3.42 1.68 0.358
H -0.30 2.65 1.62 -0.011
H -1.91 -2.16 2.62 0.221
H -1.99 -2.19 4.42 0.254
H -0.53 -1.74 3.50 0.300
```

Density functional theory data (wB97M-V/def2-TZVPD) for a structure of composition C11H23BiO3P2.

As for the LUMO energy (alpha / beta): 0.71 / 0.69 eV. As for the charge: 0. As for the spin multiplicity: 1. The HOMO-LUMO gap (alpha / beta) comes out at 4.92 / 4.82 eV. The value obtained for the relative energy (zero: lowest compared OMol25 entry of this formula, charge and spin) is 1.804 eV.

XYZ file:
```
40
Properties=species:S:1:pos:R:3:mulliken_charge:R:1
C -0.56 0.26 -2.69 -0.258
C -0.21 -0.58 -3.79 -0.670
C 1.01 -0.05 -4.40 -0.476
C 1.36 1.15 -3.63 -0.844
C 0.39 1.30 -2.59 -0.127
Bi 1.64 -0.83 -2.33 0.327
P 1.15 -3.53 -1.17 -0.220
H -1.42 0.13 -2.07 0.342
H -0.87 -1.37 -4.16 0.463
H 1.42 -0.32 -5.38 0.458
H 0.44 2.09 -1.85 0.296
H 2.11 1.92 -3.83 0.424
H 2.29 -4.09 -0.49 0.069
H 0.88 -4.56 -2.13 0.105
H 0.11 -3.77 -0.21 0.036
C -0.60 -2.79 2.77 -1.336
C -0.85 -1.84 1.63 -0.103
O 0.42 -1.14 1.43 -0.256
P 0.59 0.05 0.35 0.187
O 1.62 1.10 1.04 -0.360
C 1.88 1.23 2.51 -0.177
C 0.91 2.17 3.15 -0.952
O -0.88 0.75 0.45 -0.035
C -1.30 2.01 -0.14 -0.042
C -2.70 2.31 0.31 -1.585
H 0.24 -3.47 2.56 0.286
H -1.50 -3.39 2.94 0.401
H -0.39 -2.24 3.69 0.344
H -1.13 -2.36 0.70 0.345
H -1.63 -1.12 1.89 0.255
H 1.85 0.23 2.96 0.225
H 2.90 1.59 2.54 0.310
H -0.10 1.74 3.16 0.206
H 1.21 2.36 4.18 0.410
H 0.89 3.12 2.60 0.244
H -0.58 2.80 0.08 0.436
H -1.42 1.93 -1.23 0.222
H -2.75 2.56 1.38 0.329
H -3.04 3.16 -0.28 0.432
H -3.34 1.47 0.07 0.288
```

Density functional theory data (wB97M-V/def2-TZVPD) for a structure of composition C11H23Br2NbO6P.

As for the LUMO energy: 1.04 eV. As for the charge: -1. As for the spin multiplicity: 1. The HOMO-LUMO gap comes out at 6.30 eV.

XYZ file:
```
44
Properties=species:S:1:pos:R:3:mulliken_charge:R:1
C 2.73 0.90 3.58 -0.802
C 1.41 1.06 3.05 0.163
C -0.06 1.36 2.32 -0.286
Nb -1.07 -0.55 1.57 -0.717
Br 0.59 -1.90 3.17 -0.340
C 0.43 -0.61 -0.20 0.421
O 1.40 -1.71 -0.11 -0.184
C 2.78 -1.18 0.09 -0.161
O 3.26 -0.72 -1.22 -0.321
C 3.78 0.65 -1.21 -0.227
C 2.83 1.50 -2.30 0.049
O 3.05 2.97 -2.10 -0.562
C -2.03 -2.53 1.06 -0.589
P -1.49 -3.41 -0.53 1.033
O -0.15 -4.28 -0.36 -0.671
O -2.74 -4.66 -0.79 -0.584
O -1.54 -2.47 -1.99 -0.547
C -2.58 0.72 0.42 -0.345
Br -4.09 -0.24 -0.44 -0.195
C -1.90 1.70 -0.74 0.144
C -3.13 2.75 -1.18 -0.931
H 3.67 0.42 4.13 0.281
H 0.20 2.10 1.43 0.084
H -0.76 1.99 3.05 0.405
H -2.21 -0.43 3.01 0.053
H 1.08 0.38 -0.04 -0.040
H -0.08 -0.46 -1.24 -0.121
H 3.44 -2.11 0.39 0.185
H 2.87 -0.41 0.96 0.111
H 3.69 1.23 -0.20 0.210
H 4.89 0.74 -1.62 0.265
H 1.68 1.33 -2.10 -0.121
H 3.07 1.17 -3.40 0.260
H 2.30 3.34 -1.52 0.314
H -1.73 -3.28 1.94 0.366
H -3.22 -2.56 1.09 0.357
H -2.44 -5.27 -1.53 0.310
H -1.87 -1.53 -1.85 0.303
H -3.05 1.47 1.21 0.505
H -1.04 2.38 -0.33 -0.052
H -1.59 1.10 -1.69 0.173
H -4.05 2.70 -0.43 0.269
H -2.77 3.89 -1.13 0.304
H -3.53 2.47 -2.24 0.234
```

Density functional theory data (wB97M-V/def2-TZVPD) for a structure of composition C11H23ClI2NP2STm.

As for the LUMO energy (alpha / beta): -9.07 / -9.07 eV. As for the charge: +2. As for the spin multiplicity: 3. The HOMO-LUMO gap (alpha / beta) comes out at 5.97 / 5.97 eV.

XYZ file:
```
42
Properties=species:S:1:pos:R:3:mulliken_charge:R:1
I 2.53 -2.13 -1.34 0.176
I 1.57 -4.38 0.16 0.049
Tm 0.28 -0.73 -0.09 0.573
P 1.90 -0.48 2.67 0.829
C 3.38 -1.53 3.12 -1.204
C 2.43 1.22 3.08 -1.036
H 2.70 1.40 4.13 0.397
H 1.31 -0.63 5.06 0.365
H 1.58 1.90 2.85 0.255
H -0.13 -0.78 4.02 0.348
H 4.12 -1.49 2.32 0.334
H 3.31 1.52 2.48 0.320
C 0.93 -1.05 4.11 -1.134
H 3.84 -1.18 4.04 0.371
H 0.98 -2.15 4.19 0.363
H 3.05 -2.56 3.25 0.374
P -1.79 -2.10 -2.10 0.833
C -1.40 -3.61 -3.13 -1.190
C -3.21 -2.88 -1.26 -1.145
H -3.06 -0.14 -2.79 0.331
H -3.18 -1.38 -4.06 0.405
H -1.68 -0.47 -3.89 0.304
C -2.50 -0.93 -3.32 -1.096
H -3.54 -2.27 -0.40 0.347
H -4.08 -3.03 -1.91 0.364
H -2.19 -3.76 -3.88 0.368
H -1.35 -4.49 -2.48 0.367
H -2.91 -3.86 -0.87 0.367
H -0.45 -3.49 -3.64 0.335
Cl -1.26 1.16 0.57 -0.476
S 1.35 1.10 -1.66 -0.268
C 0.61 2.67 -1.38 0.259
N 1.11 3.49 -0.41 0.011
C 0.41 4.53 0.14 -0.289
C -0.87 4.79 -0.34 -0.460
C -1.37 4.05 -1.44 -0.139
C -0.60 3.03 -1.99 -0.464
H 2.02 3.24 -0.05 0.237
H 0.98 5.18 0.82 0.415
H -1.51 5.54 0.13 0.424
H -2.35 4.28 -1.91 0.399
H -0.93 2.38 -2.80 0.384
```

no.,strongest force on any atom (Eh/bohr)
1,0.2323
2,0.1537
3,0.1821
4,0.0408